# C62H69AsFN7O4P2Se2Ti

A molecular structure, C62H69AsFN7O4P2Se2Ti (ωB97M-V/def2-TZVPD, the Open Molecules 2025 dataset).

## Properties
Orbital gap: 5.18 eV
HOMO level: -9.99 eV
Charge: +2

Element x y z (Å)
Ti  -0.8084  -0.3027  -1.1096
C  -1.6785  -3.7738  -8.0530
C  -0.3182  -3.5779  -7.4030
N  -0.3733  -2.6221  -6.2822
C  -0.4546  -3.0968  -5.0372
C  -0.5524  -2.3194  -3.9136
C  -0.6865  -3.0194  -2.5956
O  -0.6334  -4.2341  -2.5563
O  -0.8865  -2.2610  -1.5638
C  -0.5650  -0.9173  -4.0453
O  -0.6159  -0.1092  -3.0703
C  -0.5182  -0.3846  -5.3955
C  -0.5811  0.9991  -5.5978
C  -0.5234  1.4862  -6.8697
F  -0.6364  2.8094  -7.0763
C  -0.3631  0.6551  -7.9857
C  -0.3201  -0.7106  -7.7901
C  -0.4148  -1.2498  -6.5010
N  -0.2507  1.1719  -9.3100
C  -1.4835  1.2477  -10.0750
C  -1.1623  1.3238  -11.5567
N  -0.2495  2.4960  -11.8079
C  0.9946  2.4308  -10.9575
C  0.5732  2.3555  -9.5031
H  -1.5989  -4.4718  -8.8857
H  -2.0787  -2.8318  -8.4296
H  -2.3887  -4.1827  -7.3338
H  0.4285  -3.2335  -8.1168
H  0.0532  -4.5154  -6.9959
H  -0.4428  -4.1736  -4.9184
H  -0.6440  1.6756  -4.7458
H  -0.1888  -1.3409  -8.6579
H  -2.0971  2.1164  -9.7838
H  -2.0829  0.3558  -9.9009
H  -2.0572  1.4602  -12.1605
H  -0.6251  0.4365  -11.8860
H  -0.7492  3.3622  -11.5936
H  0.0001  2.5395  -12.7960
H  1.5850  3.3215  -11.1630
H  1.5416  1.5417  -11.2644
H  0.0566  3.2855  -9.2287
H  1.4657  2.2904  -8.8833
Se  0.3146  2.8529  -2.7005
Se  0.5107  1.1882  0.3257
C  1.8949  0.0947  -0.3474
C  3.2635  0.1927  -0.1617
C  4.0605  -0.7999  -0.7058
C  3.4764  -1.8507  -1.4056
C  2.1049  -1.8643  -1.5599
N  1.3356  -0.8986  -1.0503
C  -1.4316  2.6392  -2.1134
C  -2.3274  3.7149  -2.3765
C  -3.6268  3.6904  -1.9696
C  -4.0786  2.5781  -1.2428
C  -3.1979  1.5724  -0.9952
N  -1.9023  1.5437  -1.4380
H  3.6760  1.0189  0.4000
H  5.1347  -0.7651  -0.5759
H  4.0729  -2.6526  -1.8153
H  1.6104  -2.6737  -2.0772
H  -1.9223  4.5614  -2.9106
H  -4.2862  4.5224  -2.1828
H  -5.0836  2.5150  -0.8485
H  -3.5043  0.7415  -0.3869
C  -3.4888  2.9286  2.3395
P  -1.7298  2.4477  2.5358
C  -1.8910  1.3117  4.0044
N  -3.0734  1.2718  4.5775
C  -3.3206  0.3263  5.5212
C  -4.5685  0.3021  6.1863
C  -4.8271  -0.6734  7.1055
C  -3.8589  -1.6628  7.3995
C  -2.6441  -1.6524  6.7771
C  -2.3534  -0.6457  5.8274
N  -1.1361  -0.6070  5.2291
C  -0.8720  0.3524  4.3769
P  0.8658  0.4133  3.7043
C  0.9327  -1.2739  2.9769
C  1.9452  0.1784  5.2369
C  3.3671  0.4677  4.7347
C  1.9191  -1.2188  5.8611
C  1.5765  1.2141  6.2999
C  -1.0217  4.0715  3.1774
C  -0.8978  4.9789  1.9459
C  -1.9094  4.7244  4.2367
C  0.3715  3.8576  3.7613
H  -3.9614  3.2123  3.2766
H  -4.0480  2.1060  1.8984
H  -3.5203  3.7601  1.6342
H  -5.2879  1.0800  5.9652
H  -5.7764  -0.6909  7.6246
H  -4.0842  -2.4224  8.1364
H  -1.8780  -2.3825  7.0061
H  0.5445  -2.0367  3.6507
H  1.9728  -1.5040  2.7359
H  0.3709  -1.2813  2.0425
H  3.6662  -0.2271  3.9447
H  4.0770  0.3525  5.5580
H  3.4539  1.4844  4.3471
H  2.2766  -1.9802  5.1668
H  0.9212  -1.4917  6.1963
H  2.5895  -1.2297  6.7255
H  1.6715  2.2324  5.9211
H  2.2603  1.1170  7.1473
H  0.5620  1.0696  6.6760
H  -1.8638  5.1870  1.4821
H  -0.2436  4.5359  1.1915
H  -0.4678  5.9375  2.2480
H  -2.8609  5.0617  3.8261
H  -1.3990  5.6015  4.6437
H  -2.1144  4.0425  5.0654
H  1.0365  3.3574  3.0584
H  0.3189  3.2614  4.6731
H  0.8043  4.8273  4.0226
O  -2.1510  -0.8284  0.1880
As  -3.3614  -2.0367  0.2498
C  -2.8682  -3.2867  1.5848
C  -2.0351  -2.8108  2.5932
C  -1.7728  -3.6170  3.6893
C  -2.3377  -4.8833  3.7664
C  -3.1760  -5.3451  2.7591
C  -3.4572  -4.5433  1.6635
C  -4.9296  -1.1433  0.8632
C  -6.1780  -1.4013  0.3057
C  -7.2963  -0.7699  0.8308
C  -7.1621  0.1083  1.8979
C  -5.9135  0.3568  2.4526
C  -4.7921  -0.2787  1.9449
C  -3.7479  -2.7250  -1.4881
C  -3.4826  -4.0363  -1.8537
C  -3.7764  -4.4493  -3.1473
C  -4.3062  -3.5537  -4.0635
C  -4.5431  -2.2322  -3.6999
C  -4.2707  -1.8146  -2.4077
H  -1.5949  -1.8237  2.5236
H  -1.1335  -3.2467  4.4811
H  -2.1292  -5.5136  4.6208
H  -3.6198  -6.3290  2.8305
H  -4.1396  -4.8930  0.8989
H  -6.2834  -2.0866  -0.5251
H  -8.2722  -0.9648  0.4062
H  -8.0373  0.6025  2.2992
H  -5.7999  1.0501  3.2749
H  -3.8187  -0.0798  2.3784
H  -3.0090  -4.7222  -1.1650
H  -3.5727  -5.4721  -3.4353
H  -4.5445  -3.8860  -5.0663
H  -4.9548  -1.5319  -4.4148
H  -4.4672  -0.7878  -2.1223